1.
A cluster of 2 separate species, H6OSi2 in total in a non-equilibrium geometry. Source: the Open Molecules 2025 dataset; level of theory: ωB97M-V/def2-TZVPD.

Each atom is followed by the atoms it is bonded to, with distances in Å.
Positions of all 9 atoms, in Å:
1 O 2.521 0.716 -0.034  H4 0.958
2 Si -1.434 0.353 -0.150  Si3 2.305, H5 1.475, H6 1.467, H7 1.464
3 Si 0.483 -0.918 -0.004  Si2 2.305, H8 1.461, H9 1.460
4 H 2.325 1.334 0.670  O1 0.958
5 H -2.580 -0.575 -0.087  Si2 1.475
6 H -1.593 1.298 0.961  Si2 1.467
7 H -1.553 1.081 -1.415  Si2 1.464
8 H 0.888 -1.606 1.219  Si3 1.461
9 H 0.943 -1.683 -1.159  Si3 1.460

Computed properties:
- ΔE to the lowest compared entry with this formula, charge and spin (kJ/mol) = 415.9
- total energy (hartree) = -657.68715


2.
A cluster of 36 separate species, H72O36 in total in a non-equilibrium geometry. Source: the Open Molecules 2025 dataset; level of theory: ωB97M-V/def2-TZVPD.

Each atom is followed by the atoms it is bonded to, with distances in Å.
Positions of all 108 atoms, in Å:
1 O -2.350 0.323 2.046  H2 0.957, H3 0.957
2 H -2.298 0.277 1.092  O1 0.957
3 H -1.826 -0.417 2.352  O1 0.957
4 O 2.672 -3.156 -1.850  H5 0.957, H6 0.957
5 H 3.271 -3.778 -2.264  O4 0.957
6 H 1.881 -3.190 -2.388  O4 0.957
7 O 0.616 -4.954 2.247  H8 0.957, H9 0.957
8 H -0.185 -4.546 2.578  O7 0.957
9 H 0.931 -4.351 1.575  O7 0.957
10 O 5.744 -0.865 2.178  H11 0.957, H12 0.957
11 H 5.215 -0.105 2.419  O10 0.957
12 H 5.823 -0.811 1.226  O10 0.957
13 O 2.339 -0.164 -3.793  H14 0.957, H15 0.957
14 H 3.188 -0.574 -3.956  O13 0.957
15 H 2.535 0.565 -3.204  O13 0.957
16 O -2.194 3.447 2.363  H17 0.957, H18 0.957
17 H -2.034 2.904 3.136  O16 0.957
18 H -3.029 3.132 2.018  O16 0.957
19 O -0.612 -0.929 -2.934  H20 0.957, H21 0.957
20 H -1.156 -0.153 -3.070  O19 0.957
21 H 0.287 -0.602 -2.980  O19 0.957
22 O -2.026 -3.978 -2.013  H23 0.957, H24 0.957
23 H -2.177 -4.907 -2.188  O22 0.957
24 H -2.658 -3.523 -2.570  O22 0.957
25 O 2.308 -2.371 4.839  H26 0.957, H27 0.957
26 H 2.746 -3.199 4.642  O25 0.957
27 H 1.375 -2.581 4.811  O25 0.957
28 O 2.823 3.431 1.327  H29 0.957, H30 0.957
29 H 3.204 4.258 1.624  O28 0.957
30 H 1.878 3.563 1.396  O28 0.957
31 O 0.008 3.394 0.990  H32 0.957, H33 0.957
32 H 0.072 2.496 0.665  O31 0.957
33 H -0.839 3.429 1.434  O31 0.957
34 O 0.356 0.746 0.082  H35 0.957, H36 0.957
35 H -0.444 0.259 -0.113  O34 0.957
36 H 0.832 0.190 0.699  O34 0.957
37 O -2.329 1.339 4.568  H38 0.957, H39 0.957
38 H -2.475 0.867 3.748  O37 0.957
39 H -3.087 1.119 5.109  O37 0.957
40 O 1.921 -0.363 1.882  H41 0.957, H42 0.957
41 H 1.526 -0.079 2.707  O40 0.957
42 H 2.830 -0.067 1.937  O40 0.957
43 O 3.684 0.059 4.973  H44 0.957, H45 0.957
44 H 3.301 -0.809 4.843  O43 0.957
45 H 3.046 0.523 5.516  O43 0.957
46 O 0.418 -3.289 -3.613  H47 0.957, H48 0.957
47 H -0.044 -4.121 -3.519  O46 0.957
48 H -0.071 -2.679 -3.061  O46 0.957
49 O -4.210 -1.235 -2.672  H50 0.957, H51 0.957
50 H -4.091 -0.904 -3.562  O49 0.957
51 H -5.104 -0.985 -2.440  O49 0.957
52 O -4.647 2.588 0.602  H53 0.957, H54 0.957
53 H -4.688 2.229 -0.284  O52 0.957
54 H -4.133 3.390 0.512  O52 0.957
55 O 4.126 1.245 2.097  H56 0.957, H57 0.957
56 H 3.764 2.060 1.750  O55 0.957
57 H 4.122 1.365 3.046  O55 0.957
58 O -1.406 -3.717 0.645  H59 0.957, H60 0.957
59 H -1.806 -3.652 -0.223  O58 0.957
60 H -0.499 -3.442 0.512  O58 0.957
61 O 5.069 -3.469 1.340  H62 0.957, H63 0.957
62 H 4.771 -2.629 1.687  O61 0.957
63 H 4.403 -3.714 0.697  O61 0.957
64 O -1.414 4.031 -3.956  H65 0.957, H66 0.957
65 H -1.031 3.563 -3.214  O64 0.957
66 H -1.058 3.590 -4.727  O64 0.957
67 O -2.216 -0.204 -0.887  H68 0.957, H69 0.957
68 H -2.277 -0.966 -1.463  O67 0.957
69 H -2.824 0.431 -1.264  O67 0.957
70 O 0.328 5.783 -0.007  H71 0.957, H72 0.957
71 H 0.328 4.871 0.286  O70 0.957
72 H -0.542 5.913 -0.386  O70 0.957
73 O -4.261 1.705 -2.003  H74 0.957, H75 0.957
74 H -5.028 1.270 -2.377  O73 0.957
75 H -3.566 1.559 -2.644  O73 0.957
76 O 1.246 -2.955 0.621  H77 0.957, H78 0.957
77 H 1.911 -3.151 -0.040  O76 0.957
78 H 1.481 -2.086 0.947  O76 0.957
79 O -4.985 0.286 1.994  H80 0.957, H81 0.957
80 H -4.045 0.186 2.144  O79 0.957
81 H -5.066 1.113 1.518  O79 0.957
82 O 2.499 3.966 -1.574  H83 0.957, H84 0.957
83 H 2.863 3.343 -2.204  O82 0.957
84 H 2.867 3.698 -0.732  O82 0.957
85 O 5.050 0.032 -0.437  H86 0.957, H87 0.957
86 H 4.788 0.587 -1.171  O85 0.957
87 H 4.934 0.586 0.335  O85 0.957
88 O -1.864 -2.107 -5.223  H89 0.957, H90 0.957
89 H -1.282 -1.986 -4.473  O88 0.957
90 H -2.703 -1.746 -4.938  O88 0.957
91 O -0.148 2.520 -1.938  H92 0.957, H93 0.957
92 H 0.570 3.140 -2.063  O91 0.957
93 H 0.160 1.929 -1.251  O91 0.957
94 O -2.157 1.285 -3.500  H95 0.957, H96 0.957
95 H -1.348 1.715 -3.225  O94 0.957
96 H -2.162 1.369 -4.454  O94 0.957
97 O -4.872 -2.900 -0.698  H98 0.957, H99 0.957
98 H -5.149 -2.129 -0.203  O97 0.957
99 H -4.228 -2.566 -1.322  O97 0.957
100 O 3.718 2.073 -3.009  H101 0.957, H102 0.957
101 H 3.707 2.101 -3.966  O100 0.957
102 H 4.632 2.234 -2.775  O100 0.957
103 O 0.072 0.124 3.876  H104 0.957, H105 0.957
104 H -0.223 1.033 3.923  O103 0.957
105 H 0.022 -0.192 4.779  O103 0.957
106 O -2.179 -2.421 2.968  H107 0.957, H108 0.957
107 H -2.130 -3.065 2.262  O106 0.957
108 H -3.091 -2.451 3.257  O106 0.957

Computed properties:
- ΔE to the lowest compared entry with this formula, charge and spin (kJ/mol) = 312.0
- total energy (hartree) = -2751.91092


3.
A cluster of 3 separate species, H7O3 in total in a non-equilibrium geometry. Source: the Open Molecules 2025 dataset; level of theory: ωB97M-V/def2-TZVPD.

Each atom is followed by the atoms it is bonded to, with distances in Å.
Positions of all 10 atoms, in Å:
1 O -0.353 0.221 -2.017  H2 0.951, H3 0.964
2 H -1.066 0.638 -2.487  O1 0.951
3 H 0.408 0.114 -2.599  O1 0.964
4 O 0.021 -1.098 1.774  H5 0.955, H6 0.976
5 H 0.657 -1.746 1.479  O4 0.955
6 H -0.804 -1.598 1.919  O4 0.976
7 O 0.320 0.927 0.316  H8 1.049, H9 1.022, H10 0.959
8 H 0.189 0.044 0.868  O7 1.049
9 H 0.043 0.725 -0.647  O7 1.022
10 H 0.829 1.469 0.923  O7 0.959

Computed properties:
- ΔE to the lowest compared entry with this formula, charge and spin (kJ/mol) = 49.4
- total energy (hartree) = -229.64314
- total charge = +1


4.
A cluster of 3 separate species, H7O3 in total in a non-equilibrium geometry. Source: the Open Molecules 2025 dataset; level of theory: ωB97M-V/def2-TZVPD.

Each atom is followed by the atoms it is bonded to, with distances in Å.
Positions of all 10 atoms, in Å:
1 O 1.301 -1.126 -1.303  H2 0.959, H3 0.967
2 H 2.163 -1.546 -1.268  O1 0.959
3 H 0.947 -1.465 -2.136  O1 0.967
4 O -1.142 0.449 1.765  H5 0.957, H6 0.979
5 H -1.081 1.148 2.415  O4 0.957
6 H -1.377 -0.382 2.226  O4 0.979
7 O -0.141 0.754 -0.437  H8 1.101, H9 0.958, H10 1.008
8 H -0.548 0.651 0.581  O7 1.101
9 H -0.829 1.233 -0.902  O7 0.958
10 H 0.466 -0.035 -0.590  O7 1.008

Computed properties:
- ΔE to the lowest compared entry with this formula, charge and spin (kJ/mol) = 48.0
- total energy (hartree) = -229.64368
- total charge = +1